Molecular formula: C47H57BBaF2N8O3S3
Method: DFT, ωB97M-V/def2-TZVPD

The geometry in XYZ format:
```
122
Properties=species:S:1:pos:R:3:forces:R:3:lowdin_charge:R:1
Ba -0.77746 -1.51692 -0.33189 -0.627 -3.927 -0.721 1.75
N -0.74652 -6.23425 0.85317 -0.017 0.064 0.117 0.20
C -1.12712 -5.13981 1.55634 -0.163 -0.117 -0.244 -0.53
O -0.32079 -4.51171 2.23680 0.233 -0.152 0.076 0.00
C -2.59149 -4.78617 1.51746 -0.100 -0.060 0.061 -0.14
C -3.24555 -4.73842 0.12907 0.030 0.016 0.014 -0.13
H 0.24746 -6.34897 0.72711 -0.060 -0.005 0.015 0.10
H -1.34568 -6.55145 0.10846 0.013 0.040 -0.031 0.10
H -2.66692 -3.81097 2.00151 -0.044 -0.065 -0.035 0.09
H -3.10400 -5.51186 2.16111 0.003 0.060 0.055 0.13
H -4.19428 -4.21075 0.24800 -0.029 -0.020 -0.028 0.09
H -3.49794 -5.74945 -0.22836 0.000 -0.073 0.108 0.10
N 1.34184 -0.47483 -0.29024 1.645 1.367 0.556 -0.60
S 1.81539 0.88491 0.01588 0.103 -0.101 -0.453 0.73
N 1.22998 2.06586 -0.93759 -0.231 0.347 -0.145 -0.37
S 0.26945 3.27629 -0.58028 0.281 -0.234 0.880 0.86
N -1.17457 3.05706 0.04127 0.063 0.173 -0.473 -0.36
S -1.92177 1.64893 -0.21643 0.768 0.425 0.317 0.72
N -1.40723 0.51239 0.54430 -1.337 1.805 0.134 -0.63
C -1.97227 1.50592 -2.04152 -0.333 0.193 0.662 -0.29
C -1.00271 0.80169 -2.74688 -0.089 -0.030 0.069 -0.13
C -1.03552 0.82325 -4.13430 -0.031 -0.094 0.076 -0.06
C -2.01581 1.54244 -4.79852 0.038 0.013 0.001 -0.06
C -2.97091 2.24489 -4.08025 -0.096 0.029 0.025 -0.05
C -2.95948 2.23108 -2.69352 0.130 -0.186 -0.479 -0.06
C -3.59724 2.10150 0.17722 0.006 -0.073 -0.103 -0.33
C -4.49754 1.04538 0.20539 -0.052 0.062 0.056 -0.07
C -5.82404 1.30364 0.51167 0.057 -0.023 -0.015 -0.05
C -6.23110 2.60072 0.78697 -0.029 0.014 0.006 -0.07
C -5.31586 3.64315 0.76896 -0.009 0.059 0.021 -0.07
C -3.98604 3.40039 0.46030 -0.011 0.005 0.013 -0.07
C 0.98509 4.41094 0.41602 0.127 -0.124 -0.010 -0.39
C 2.29698 4.85517 0.04784 -0.099 0.005 0.043 -0.11
C 2.90447 5.83856 0.78631 0.027 0.021 0.005 -0.11
C 2.26574 6.42550 1.88370 0.057 0.020 0.023 -0.11
C 0.97342 5.99941 2.22566 -0.040 0.004 0.052 -0.11
C 0.32314 5.01961 1.52268 0.009 0.049 -0.084 -0.09
C 0.02599 3.94656 -2.19902 -0.307 -0.129 -0.352 -0.30
C 0.82107 3.62900 -3.28806 0.083 0.080 -0.017 -0.07
C 0.60759 4.27368 -4.49909 0.148 -0.062 -0.084 -0.08
C -0.38590 5.22348 -4.62916 -0.012 0.015 0.029 -0.08
C -1.16919 5.54546 -3.52696 -0.103 0.146 -0.001 -0.08
C -0.96656 4.91950 -2.31674 0.077 0.024 0.090 -0.07
C 1.75219 1.49376 1.70983 0.039 -0.116 -0.038 -0.30
C 0.75847 1.03558 2.55566 -0.044 -0.168 0.087 -0.08
C 0.70048 1.50729 3.85913 -0.019 -0.047 -0.015 -0.05
C 1.63846 2.41925 4.31212 0.016 0.018 -0.014 -0.06
C 2.64085 2.86215 3.46110 0.004 0.034 0.033 -0.06
C 2.70238 2.40039 2.15867 0.066 0.130 -0.032 -0.08
C 3.57627 1.02222 -0.30732 -0.086 -0.163 -0.039 -0.31
C 4.06322 1.63212 -1.44725 0.090 0.061 0.058 -0.06
C 5.41773 1.53414 -1.74272 -0.044 0.021 0.001 -0.07
C 6.26344 0.82777 -0.90510 0.060 0.013 -0.021 -0.08
C 5.76121 0.20494 0.23009 -0.047 -0.019 0.054 -0.07
C 4.41313 0.29020 0.52813 0.051 0.072 -0.113 -0.08
H -0.18163 0.29651 -2.24898 0.021 0.187 0.023 0.04
H -0.28238 0.28378 -4.69182 0.025 -0.019 -0.015 0.12
H -2.03024 1.56316 -5.87911 -0.005 -0.004 -0.042 0.11
H -3.73085 2.81150 -4.60107 -0.018 0.011 -0.016 0.11
H -3.70793 2.77984 -2.14245 0.011 0.031 0.011 0.11
H -4.17470 0.02992 0.02254 0.043 -0.068 -0.012 0.10
H -6.53082 0.48703 0.53858 -0.035 -0.041 0.004 0.11
H -7.26729 2.80005 1.02191 -0.045 0.013 0.019 0.11
H -5.63668 4.65111 0.99323 -0.009 0.026 0.014 0.11
H -3.25679 4.19641 0.44366 0.035 0.032 -0.015 0.10
H 2.80521 4.41227 -0.79715 0.035 -0.052 -0.069 0.09
H 3.89977 6.16193 0.50904 0.034 0.012 -0.019 0.10
H 2.75810 7.19808 2.45448 0.018 0.041 0.031 0.09
H 0.47457 6.44392 3.07676 -0.030 0.021 0.045 0.10
H -0.66064 4.68526 1.80964 -0.063 -0.047 0.014 0.09
H 1.57851 2.87062 -3.19209 0.059 -0.132 -0.007 0.09
H 1.22119 4.01410 -5.35055 0.047 -0.015 -0.041 0.11
H -0.55063 5.71528 -5.57644 -0.009 0.032 -0.060 0.10
H -1.94444 6.29380 -3.61398 -0.046 0.034 -0.003 0.11
H -1.56860 5.17552 -1.45746 -0.062 0.009 0.077 0.11
H 0.01817 0.33556 2.20140 0.002 0.024 -0.005 0.05
H -0.08105 1.15071 4.51502 -0.036 -0.029 0.038 0.11
H 1.59168 2.78417 5.32851 0.002 0.021 0.048 0.11
H 3.37698 3.57440 3.80519 0.019 0.044 0.013 0.11
H 3.48319 2.76019 1.50483 -0.013 0.022 -0.037 0.11
H 3.39485 2.18132 -2.09033 -0.067 0.056 -0.046 0.08
H 5.80742 2.01474 -2.62872 0.022 0.024 -0.045 0.11
H 7.31812 0.76089 -1.13412 0.031 -0.011 -0.015 0.10
H 6.41984 -0.35114 0.88247 0.033 -0.020 0.024 0.11
H 4.01356 -0.19946 1.40423 -0.052 -0.060 0.067 0.12
O -0.41974 -2.23884 3.62138 -0.103 0.403 0.027 -0.08
H 0.37862 -1.79532 3.31916 0.078 -0.104 0.071 0.02
H -0.42014 -3.12076 3.19803 0.080 -0.100 -0.125 -0.01
C -4.87719 -2.39109 3.91824 -0.023 0.019 -0.004 -0.01
C -4.17857 -1.62043 2.82777 0.004 -0.001 0.107 -0.49
C -3.20381 -0.56087 3.24949 -0.030 -0.048 -0.048 -0.02
O -4.36597 -1.88798 1.65989 -0.012 0.041 -0.196 0.05
H -5.34284 -1.71121 4.63240 -0.012 0.008 0.019 0.08
H -4.13435 -2.97296 4.46666 0.042 -0.019 0.034 0.09
H -5.61887 -3.06061 3.49072 -0.007 -0.004 -0.008 0.08
H -3.65759 0.14054 3.94975 -0.064 0.021 0.035 0.09
H -2.82801 -0.04457 2.36941 0.034 0.079 0.072 0.04
H -2.36824 -1.05183 3.75470 0.048 0.019 0.018 0.07
C 2.90543 -3.31508 1.00499 -0.039 0.018 0.166 -0.08
N 3.23051 -4.30841 -0.00244 -0.047 -0.007 -0.058 -0.18
C 4.46245 -3.99942 -0.70714 0.133 -0.006 -0.040 -0.07
C 2.15811 -4.74580 -0.77119 0.142 -0.175 0.024 -0.46
N 1.01927 -4.18064 -0.67949 -0.227 0.580 -0.043 0.13
N 2.45116 -5.82805 -1.59771 -0.001 0.120 -0.080 -0.18
C 1.43380 -6.23548 -2.54097 -0.020 -0.034 -0.043 -0.07
C 3.24436 -6.92707 -1.08276 0.049 -0.058 0.023 -0.07
H 2.05150 -3.65551 1.58943 0.013 -0.001 0.001 0.07
H 2.66050 -2.34502 0.56205 0.021 0.019 -0.012 0.04
H 3.77148 -3.20644 1.66206 -0.012 -0.006 0.008 0.09
H 4.44216 -2.97537 -1.10327 0.001 0.007 -0.010 0.09
H 4.61367 -4.68513 -1.53685 0.009 0.010 0.018 0.08
H 5.30931 -4.08378 -0.02257 -0.007 0.007 -0.011 0.09
H 0.28054 -4.67122 -1.17051 -0.017 -0.085 -0.030 0.00
H 0.98846 -5.36791 -3.02327 0.002 0.006 -0.001 0.09
H 0.62751 -6.81441 -2.07188 -0.032 0.005 0.003 0.09
H 1.89391 -6.85873 -3.30823 0.013 -0.012 0.008 0.09
H 3.89482 -6.58110 -0.28583 0.004 -0.009 -0.006 0.08
H 3.85387 -7.35768 -1.88024 -0.002 -0.004 0.006 0.09
H 2.60250 -7.72240 -0.68110 0.003 -0.020 0.004 0.09
F -1.58401 -4.88342 -1.78979 0.050 -0.089 0.004 0.00
B -2.40428 -4.00835 -1.02099 -0.344 -0.391 -0.207 -0.85
F -3.17083 -3.22977 -1.91389 0.160 0.268 0.100 0.01
```
Positions in Å, forces in eV/Å.

Net charge = 0
Spin multiplicity = 1
ΔE to the lowest compared entry with this formula, charge and spin = 0.0 kcal per mole
LUMO energy (spin up / spin down) = 0.24 / 0.27 eV
Molar mass = 1064.363 g/mol
Total energy = -107033.1637 eV
Highest occupied orbital energy (spin up / spin down) = -4.6 / -4.6 eV

Molecular formula: C7H4N5
Method: DFT, ωB97M-V/def2-TZVPD

The geometry in XYZ format:
```
16
Properties=species:S:1:pos:R:3:forces:R:3:lowdin_charge:R:1
C -1.80805 1.99547 -1.45068 -1.968 -1.210 0.241 0.41
C 0.83571 -1.07235 0.81026 -0.709 1.180 -1.124 0.05
C 0.11026 -2.21418 1.12005 -4.220 1.142 -1.226 0.03
C 1.58676 1.56552 -0.59348 -3.807 -0.481 0.056 0.07
C -0.54827 2.08811 -1.00256 2.530 -1.903 1.407 -0.35
C 0.01271 -0.18264 0.11737 0.935 -2.378 1.232 -0.08
C -1.33347 -0.81376 0.08407 0.421 0.857 -0.312 -0.40
N 1.46987 2.84232 -1.06020 3.811 -0.897 0.699 0.08
N 0.28251 3.13864 -1.27342 -2.951 0.316 -0.751 0.11
N -2.36493 -0.33961 -0.40843 -0.295 1.297 -0.733 0.24
N -1.16709 -2.08634 0.75312 1.364 0.902 -0.080 0.16
N 0.34063 1.01335 -0.47027 0.329 2.504 -0.774 0.09
H 1.81603 -1.08975 1.15699 1.757 0.794 0.031 0.11
H 0.35221 -3.09713 1.56956 1.253 -1.988 1.344 0.13
H 2.37584 0.91430 -0.34564 1.507 0.161 0.113 0.14
H -1.96072 -2.66193 0.99328 0.044 -0.297 -0.121 0.18
```
Positions in Å, forces in eV/Å.

Net charge = +1
Spin multiplicity = 1
ΔE to the lowest compared entry with this formula, charge and spin = 44.2 kcal per mole
LUMO energy (spin up / spin down) = -7.22 / -7.22 eV
Molar mass = 158.144 g/mol
Total energy = -14758.1311 eV
Highest occupied orbital energy (spin up / spin down) = -13.5 / -13.4 eV

Molecular formula: C5H5NO
Method: DFT, ωB97M-V/def2-TZVPD

The geometry in XYZ format:
```
12
Properties=species:S:1:pos:R:3:forces:R:3:lowdin_charge:R:1
N -0.28487 -1.43944 -2.70480 0.069 0.698 1.570 0.18
C -0.23577 -0.91112 -1.67157 -0.075 -0.711 -1.295 -0.10
C -0.11786 -0.14638 -0.43865 0.207 0.041 -0.001 -0.43
C -1.06306 0.95592 -0.21589 -0.167 0.178 -0.089 -0.05
C 0.45494 0.30933 1.69307 0.189 -0.210 0.045 0.14
C 1.13514 -0.19461 0.41065 0.059 0.032 -0.081 -0.19
O -1.16857 -0.25391 0.55834 -0.116 0.120 0.161 -0.04
H -0.68705 1.82087 0.32002 -0.223 -0.138 0.054 0.11
H -1.91431 1.07645 -0.87672 0.221 -0.003 -0.178 0.13
H 0.43148 -0.49513 2.44582 0.025 -0.073 -0.192 0.02
H 1.91739 0.49662 0.07662 -0.114 -0.090 -0.007 0.12
H 1.53254 -1.21859 0.40310 -0.075 0.156 0.013 0.11
```
Positions in Å, forces in eV/Å.

Net charge = 0
Spin multiplicity = 1
ΔE to the lowest compared entry with this formula, charge and spin = 137.1 kcal per mole
LUMO energy = 0.04 eV
Molar mass = 95.101 g/mol
Total energy = -8797.4755 eV
Highest occupied orbital energy = -8.8 eV

no.,strongest force on any atom (eV/Å)
1,4.0
2,4.5
3,1.7